Record 1
DFT (the ωB97M-V functional and the def2-TZVPD basis) results for a structure of composition C13H27ClGdIN2OP2 in a non-equilibrium geometry.

```
! wB97M-V def2-TZVPD RIJCOSX def2/J DEFGRID3
* xyz 2 8
H -1.734 -5.461 0.237
H -1.952 -5.793 -1.453
N -0.129 -0.756 0.574
H -2.829 3.301 -0.955
H -2.332 0.879 3.051
H 2.531 1.512 -3.165
C -2.537 1.857 2.588
H 1.134 3.404 -0.707
Cl -0.344 1.447 -2.017
C -3.277 0.470 0.222
H 4.329 0.556 0.484
C -0.409 -2.371 2.331
H 3.742 -1.131 0.541
H 4.159 0.777 -2.902
P -2.132 1.780 0.799
H 3.629 2.209 -1.949
N -1.650 -5.173 -0.718
H -0.629 -1.299 -1.381
C 2.290 -1.400 -2.087
O -1.248 -3.574 -2.251
H -3.602 2.116 2.680
H 0.929 4.743 0.496
H -1.903 2.621 3.064
C -2.875 3.318 0.141
H -3.236 0.404 -0.875
C -0.888 -2.967 0.026
P 2.579 0.137 -1.158
H -0.330 -2.591 3.399
H -3.914 3.388 0.486
Gd 0.636 1.557 0.323
H 3.236 -1.767 -2.505
H 1.568 -1.224 -2.895
C -0.561 -1.656 -0.352
C -0.793 -3.324 1.385
C 3.304 1.271 -2.422
C -1.275 -3.910 -1.065
C 4.031 -0.308 -0.126
H -1.022 -4.338 1.695
H -2.299 4.182 0.498
H 2.562 4.245 -0.099
H 0.165 -0.275 2.592
H 4.850 -0.620 -0.786
H -2.981 -0.507 0.634
C -0.107 -1.084 1.889
H -4.296 0.718 0.554
I 2.178 2.898 2.411
C 1.570 3.909 0.199
H 1.862 -2.167 -1.428
*
```

Properties
**Electronic energy**: -78964.6912 eV
**Energy above the lowest of the compared OMol25 structures with the same formula, charge and spin**: 307.48 kJ/mol
**LUMO (alpha / beta)**: -0.248 / -0.410 Eh
**Frontier orbital gap (alpha / beta)**: 0.216 / 0.150 hartree
**<S²>**: 16.086

Record 2
DFT (the ωB97M-V functional and the def2-TZVPD basis) results for a structure of composition C13H27ClGdIN2OP2 in a non-equilibrium geometry.

```
! wB97M-V def2-TZVPD RIJCOSX def2/J DEFGRID3
* xyz 2 8
H -2.753 1.110 -2.149
C 0.280 -1.533 2.923
P 2.490 -0.133 -0.097
N -0.012 -0.337 2.303
H -0.594 1.552 5.058
H -0.883 0.211 -7.956
C -3.003 0.105 -1.781
H -4.340 0.976 0.775
H 0.010 1.658 -8.556
C 3.286 1.075 0.903
C 0.273 -1.659 4.300
H 4.355 0.909 0.775
O 0.020 2.542 -6.101
C 3.003 0.064 -1.784
C 0.011 1.408 -6.420
H -2.530 -2.499 -0.146
H -2.761 -1.871 1.506
I -0.001 -0.194 -4.902
H -2.995 1.013 1.961
H 2.507 -0.664 -2.438
H -4.093 -1.736 0.310
H -4.085 -0.036 -1.783
H 2.737 -1.914 1.500
H 0.522 -2.383 2.265
C -3.269 1.125 0.905
P -2.492 -0.095 -0.094
H 0.512 -2.619 4.750
C -0.042 -0.551 5.128
Gd 0.000 0.064 0.030
C -0.321 0.749 3.094
H -0.552 1.695 2.577
H -2.987 2.137 0.582
H 2.492 -2.536 -0.152
C 2.986 -1.757 0.442
H 0.892 0.204 -7.958
H 3.009 0.966 1.959
Cl -0.015 -1.899 -1.546
H 0.164 -1.507 6.948
C -0.345 0.668 4.475
H 3.021 2.091 0.581
H 2.765 1.073 -2.151
C 0.007 0.832 -7.825
C -3.010 -1.711 0.449
H -2.517 -0.630 -2.434
H 4.083 -0.090 -1.787
N -0.053 -0.647 6.471
H -0.275 0.141 7.060
H 4.067 -1.797 0.301
*
```

Properties
**Electronic energy**: -78964.3454 eV
**Energy above the lowest of the compared OMol25 structures with the same formula, charge and spin**: 340.84 kJ/mol
**LUMO (alpha / beta)**: -0.222 / -0.348 Eh
**Frontier orbital gap (alpha / beta)**: 0.229 / 0.160 hartree
**<S²>**: 15.802

Record 3
DFT (the ωB97M-V functional and the def2-TZVPD basis) results for an isolated molecule of C13H27ClNO5P in a non-equilibrium geometry.

```
! wB97M-V def2-TZVPD RIJCOSX def2/J DEFGRID3
* xyz 0 1
C 3.467 -1.206 3.484
N -5.805 -0.400 1.879
H 4.524 -1.282 0.849
H 2.768 -1.413 4.415
O -0.792 2.147 -1.242
H -5.309 0.516 1.725
H 1.270 4.686 1.512
H -0.705 -2.217 -3.165
H -0.778 -2.161 -1.271
O -1.026 -0.082 0.339
C 3.395 -1.648 0.759
H 2.867 0.297 -0.513
C -4.511 -1.172 -0.462
H 1.224 -3.427 -1.260
H 4.345 -1.985 3.491
H 1.409 -3.238 -3.129
C -4.953 -1.431 1.114
C 2.524 -1.313 2.147
C 1.127 5.009 0.385
C 2.601 -1.632 -1.892
H 3.606 -2.227 -2.032
H -5.486 -1.236 -1.134
H 0.957 1.598 0.040
O -0.039 -0.350 -2.273
H -0.294 2.829 0.788
C -3.841 0.311 -0.711
H 2.066 5.702 0.134
H -6.706 -0.373 1.354
H -3.823 -2.069 -0.765
H 1.431 -0.851 -0.097
C 1.291 -2.607 -2.122
C 2.571 -0.837 -0.450
H 3.299 -2.794 0.531
H 3.838 -0.081 3.609
C -0.144 -1.815 -2.191
H 2.317 3.405 -0.772
C 0.222 2.470 -0.226
O -4.637 -2.541 1.801
H 0.897 4.190 -1.733
O -2.829 0.176 -1.771
H 2.564 -0.829 -2.769
H -3.470 0.831 0.269
H 2.071 -0.225 1.963
H -4.688 1.025 -1.155
P -1.209 0.421 -1.181
C 1.188 3.758 -0.678
H 1.587 -2.023 2.262
Cl -0.381 6.096 0.144
*
```

Properties
**Electronic energy**: -47451.7302 eV
**LUMO**: 0.009 Eh
**Frontier orbital gap**: 0.384 hartree
**SMILES string**: CCCCCCCO[P@@](=O)(OCCCCl)OCCC(N)=O

Record 4
DFT (the ωB97M-V functional and the def2-TZVPD basis) results for a cluster of 2 separate species, C13H27N2O11P in total in a non-equilibrium geometry.

```
! wB97M-V def2-TZVPD RIJCOSX def2/J DEFGRID3
* xyz 0 1
O -2.436 -4.293 2.571
H -1.008 1.594 1.825
H 2.683 -0.525 -2.604
H -4.334 -3.585 0.277
C -2.958 -1.932 0.497
H 1.394 0.037 3.123
O 3.154 3.317 -1.473
H 1.870 0.278 -0.858
H -4.476 -2.350 -0.973
P -0.266 1.690 -0.085
C 2.557 2.069 -1.864
H 4.673 4.179 -4.339
H 4.423 1.026 -2.195
N -4.291 -3.244 3.291
H 2.520 4.392 -3.136
H -3.144 -1.143 2.497
H -4.925 -5.247 3.243
H 4.675 0.611 -4.911
C -2.631 -1.972 2.008
H -5.909 -4.173 4.264
C 3.436 4.169 -2.576
H -2.185 -2.482 -0.042
C 2.230 1.275 -0.587
C -4.316 -2.510 0.094
H 1.635 2.258 -2.424
C 4.475 3.529 -3.483
C -4.894 -4.407 3.940
O -1.047 0.323 2.807
N -1.182 -1.850 2.237
O 2.927 0.100 -3.309
O 1.297 1.973 0.261
H 3.488 5.474 -1.150
O -0.465 0.130 -0.249
H 3.158 1.130 -0.024
C 0.967 -0.926 2.843
H 3.084 2.336 -4.607
H -4.296 -4.697 4.807
H -3.822 -0.203 0.266
H -0.652 -2.706 2.144
O 3.958 5.341 -1.991
C -0.519 -0.768 2.632
O -1.193 2.216 1.087
C -3.113 -3.273 2.653
O -2.971 -0.593 0.036
C 3.532 1.292 -2.775
H 1.145 -1.648 3.638
H -5.119 -2.031 0.654
H 1.426 -1.271 1.918
O -0.679 2.319 -1.352
H -1.438 0.058 -0.359
O 4.983 1.510 -4.696
H 5.410 3.396 -2.932
C 3.956 2.176 -3.960
H -4.787 -2.368 3.344
*
```

Properties
**Electronic energy**: -48714.6854 eV
**Energy above the lowest of the compared OMol25 structures with the same formula, charge and spin**: 0.00 kJ/mol
**LUMO**: 0.005 Eh
**Frontier orbital gap**: 0.358 hartree
**SMILES string**: O=P(O)(O)OC[C@H]1O[C@@H](O)C[C@@H](O)[C@@H]1O.CNC(=O)[C@@H](NC(C)=O)[C@@H](C)O